Entry 1:
# C6H13NS

A molecular structure, C6H13NS in a non-equilibrium geometry (ωB97M-V/def2-TZVPD, the Open Molecules 2025 dataset).

Last column: natural (NBO) charge in e.
Geometry (Å):
1 S -1.683269 -0.350391 -0.280640  -0.081
2 N 1.474426 0.056404 -2.029096  -0.804
3 C 1.561979 0.005867 -0.682480  -0.040
4 C -0.350655 1.816315 -0.123772  -0.648
5 C 1.166827 -1.276930 -0.076083  -0.380
6 C -0.380531 -0.386633 2.340241  -0.673
7 C -0.137765 -0.466351 0.776154  -0.088
8 C 0.559576 0.798752 0.275084  -0.301
9 H 2.537030 0.274408 -0.161410  0.158
10 H 0.306087 2.633824 -0.283386  0.219
11 H 1.045739 1.178548 -2.296497  0.346
12 H 0.730961 -0.632206 -2.421908  0.373
13 H 0.385547 0.223848 3.148292  0.246
14 H -2.519350 -1.541484 0.464743  0.142
15 H -1.569320 0.177944 2.019129  0.229
16 H -1.142688 1.994016 0.667610  0.248
17 H 1.298971 1.111536 0.936740  0.206
18 H -0.766898 -1.337660 2.747292  0.217
19 H -0.784435 1.666699 -1.212056  0.210
20 H 1.790251 -1.522641 0.733192  0.213
21 H 0.782837 -1.961538 -0.702694  0.208

Forces on atoms 1 to 2 (eV/Å):
S -1.93 -4.53 2.65
N -3.02 3.41 -5.25

HOMO energy = -8.3952 eV
Frontier orbital gap = 8.967 eV
Relative energy (zero: lowest compared OMol25 entry of this formula, charge and spin) = 147.8 kcal/mol
Lowest unoccupied orbital energy = 0.57 eV
Total energy = -689.11840 Eh

Entry 2:
# C6H13NS

2 unconnected molecules or ions with the total composition C6H13NS (ωB97M-V/def2-TZVPD, the Open Molecules 2025 dataset).

Last column: natural (NBO) charge in e.
Geometry (Å):
1 S 0.283089 -1.245500 3.071943  -0.070
2 N -2.132141 0.832967 0.571577  -0.842
3 C -1.008102 -0.939577 1.821755  -0.503
4 C -1.093907 0.562175 1.575500  -0.236
5 C 1.455813 0.632611 -1.266138  -0.232
6 C 1.067372 -0.351301 -2.261854  -0.223
7 C 2.373822 0.403694 -0.324531  -0.363
8 C 0.140461 -0.124545 -3.193001  -0.368
9 H -0.371257 0.828340 -3.258962  0.187
10 H -1.974331 -1.307242 2.161459  0.212
11 H -1.324703 1.071944 2.513091  0.185
12 H -0.138495 -0.875363 -3.918403  0.201
13 H 1.557950 -1.318230 -2.232345  0.203
14 H 2.874589 -0.553513 -0.274902  0.195
15 H 2.628646 1.155496 0.407882  0.203
16 H -2.853120 1.440086 0.945765  0.361
17 H 0.184535 -2.583071 3.087088  0.126
18 H 0.952889 1.593530 -1.308644  0.196
19 H -0.120779 0.917522 1.231763  0.193
20 H -0.751972 -1.441184 0.890722  0.215
21 H -1.750359 1.301160 -0.239765  0.361

Forces on atoms 1 to 2 (eV/Å):
S -0.06 -0.08 -0.02
N -0.05 0.26 0.09

HOMO energy = -8.8664 eV
Frontier orbital gap = 9.816 eV
Relative energy (zero: lowest compared OMol25 entry of this formula, charge and spin) = 36.8 kcal/mol
Lowest unoccupied orbital energy = 0.95 eV
Total energy = -689.29535 Eh
Structure (SMILES) = C=CC=C.NCCS

Entry 3:
# C6H13O

2 unconnected molecules or ions with the total composition C6H13O (ωB97M-V/def2-TZVPD, the Open Molecules 2025 dataset).

Last column: natural (NBO) charge in e.
Geometry (Å):
1 O -1.310406 -1.196875 0.242221  -0.968
2 C -0.259974 1.549001 -0.415733  -0.687
3 C 0.801431 1.639086 0.649623  0.011
4 C -1.565756 -2.044385 -0.786226  -0.014
5 C 0.979385 0.645742 1.501883  -0.430
6 C 1.632604 2.884374 0.651185  -0.634
7 C -0.734296 -3.339424 -0.721370  -0.637
8 H -0.968100 2.393118 -0.345344  0.179
9 H 1.018110 3.774298 0.809171  0.195
10 H 0.194979 1.625888 -1.413123  0.181
11 H -0.810478 0.594669 -0.317937  0.320
12 H 1.756171 0.739452 2.257592  0.158
13 H -0.934594 -4.018653 -1.561826  0.158
14 H 2.390444 2.878839 1.440035  0.196
15 H -1.366304 -1.561577 -1.774199  0.071
16 H -0.948115 -3.840013 0.225736  0.183
17 H -2.629139 -2.384676 -0.803422  0.072
18 H 0.329768 -3.122171 -0.742080  0.181
19 H 0.342328 -0.235113 1.437773  0.270
20 H 2.081941 3.018421 -0.333958  0.197

Forces on atoms 1 to 2 (eV/Å):
O -0.04 -0.24 -0.02
C -0.16 0.19 -0.06

HOMO energy = -2.5301 eV
Frontier orbital gap = 6.344 eV
Relative energy (zero: lowest compared OMol25 entry of this formula, charge and spin) = 11.9 kcal/mol
Charge = -1
Lowest unoccupied orbital energy = 3.81 eV
Total energy = -311.61316 Eh